26
Properties=species:S:1:pos:R:3:forces:R:3:lowdin_charge:R:1 method="wB97M-V/def2-TZVPD" e_homo_ev=-8.99 e_above_lowest_kcal_mol=138.0 smiles="CCOC(=O)C(=C=N)OCC.C#C" e_lumo_ev=0.80
C 2.90955 -0.23180 -0.35139 0.41 0.28 0.88 -0.083
C 1.91584 4.51727 0.51005 0.34 1.15 -0.70 -0.002
C 1.34042 3.59492 0.98986 0.65 0.07 -0.01 0.000
C 0.78374 -0.36403 -1.50704 0.42 -0.34 1.31 -0.344
C -2.72846 -0.32469 -2.34941 -2.24 0.68 -0.75 -0.074
C 0.89516 -2.28879 1.79270 5.40 2.28 -2.11 -0.079
C -1.26395 -0.52392 -2.53346 0.22 -2.29 -3.14 -0.306
C 0.21284 -0.96250 1.60864 -1.32 0.35 1.25 -0.276
C 1.59187 -0.19644 -0.19574 -2.34 0.29 -0.47 -0.154
N 4.10304 -0.41072 -0.32032 1.34 0.87 -0.25 0.195
O 1.38934 -0.53746 -2.54769 -1.28 0.32 0.88 0.098
O -0.61796 -0.39635 -1.35693 4.11 1.08 3.07 -0.027
O 0.98600 0.09542 1.08231 1.65 -0.25 -2.71 -0.106
H 2.39097 5.35020 0.04132 -0.15 -0.06 0.10 0.016
H 4.88579 0.31647 -0.41134 -2.00 -1.14 0.04 0.132
H 1.17226 2.68763 1.45555 -0.84 -1.23 0.58 -0.011
H -3.38257 -0.63413 -3.20587 1.05 0.22 0.32 0.095
H -3.18772 -0.84807 -1.52499 0.59 -0.89 0.47 0.070
H -3.08378 0.66839 -2.09230 0.58 0.67 -0.33 0.072
H 0.35955 -2.92840 2.36104 -1.89 -2.41 1.21 0.031
H 1.35857 -2.61967 0.81941 -1.60 -0.43 0.48 0.094
H 1.93784 -2.22258 2.26235 -1.45 0.53 0.34 0.105
H -0.63567 0.04087 -3.27858 -1.58 -0.16 0.13 0.141
H -1.10714 -1.61141 -2.80715 -0.32 0.91 -0.37 0.144
H -0.02672 -0.45948 2.60130 -0.42 -1.18 -1.06 0.145
H -0.69328 -1.17660 0.96663 0.66 0.71 0.81 0.125